{
  "formula": "C45H105N15O15",
  "method": "the ωB97M-V functional and the def2-TZVPD basis",
  "elements": ["C", "O", "N", "C", "C", "H", "H", "H", "H", "H", "H", "H", "C", "O", "N", "C", "C", "H", "H", "H", "H", "H", "H", "H", "C", "O", "N", "C", "C", "H", "H", "H", "H", "H", "H", "H", "C", "O", "N", "C", "C", "H", "H", "H", "H", "H", "H", "H", "C", "O", "N", "C", "C", "H", "H", "H", "H", "H", "H", "H", "C", "O", "N", "C", "C", "H", "H", "H", "H", "H", "H", "H", "C", "O", "N", "C", "C", "H", "H", "H", "H", "H", "H", "H", "C", "O", "N", "C", "C", "H", "H", "H", "H", "H", "H", "H", "C", "O", "N", "C", "C", "H", "H", "H", "H", "H", "H", "H", "C", "O", "N", "C", "C", "H", "H", "H", "H", "H", "H", "H", "C", "O", "N", "C", "C", "H", "H", "H", "H", "H", "H", "H", "C", "O", "N", "C", "C", "H", "H", "H", "H", "H", "H", "H", "C", "O", "N", "C", "C", "H", "H", "H", "H", "H", "H", "H", "C", "O", "N", "C", "C", "H", "H", "H", "H", "H", "H", "H", "C", "O", "N", "C", "C", "H", "H", "H", "H", "H", "H", "H"],
  "xyz": [[2.210083, -1.494449, 2.542794], [3.274103, -0.941856, 2.358894], [1.727716, -1.867147, 3.746608], [0.549402, -2.723499, 3.858408], [2.281023, -1.384560, 4.998975], [1.545299, -1.780216, 1.715084], [0.861434, -3.774817, 3.832419], [-0.059641, -2.762050, 2.949385], [-0.114815, -2.561344, 4.701205], [2.170947, -2.194596, 5.722559], [3.341549, -1.154541, 4.925502], [1.774512, -0.504153, 5.396903], [5.852904, -1.403068, -2.372057], [6.599965, -2.179858, -2.921322], [5.200289, -1.720260, -1.202510], [4.197462, -0.855221, -0.670306], [5.414037, -2.969048, -0.514494], [5.503079, -0.426111, -2.738365], [4.553144, -0.165464, 0.103146], [3.374655, -1.377737, -0.183351], [3.734517, -0.210493, -1.421026], [5.961279, -3.724843, -1.076731], [6.057498, -2.850891, 0.365600], [4.498761, -3.413933, -0.122751], [-4.277034, 1.897225, -1.455644], [-3.170913, 1.392159, -1.560107], [-4.503140, 3.185665, -1.260297], [-5.829336, 3.688803, -0.959743], [-3.444596, 4.128168, -1.044565], [-5.174314, 1.260015, -1.536442], [-5.878041, 3.889421, 0.113903], [-6.653379, 3.045163, -1.257530], [-6.031459, 4.669560, -1.396499], [-2.474995, 3.636717, -1.059298], [-3.436171, 4.861831, -1.856786], [-3.618356, 4.646209, -0.100993], [1.698289, 5.726958, 0.389614], [2.718389, 6.050178, -0.205098], [0.579295, 5.296735, -0.206261], [-0.655395, 5.112331, 0.534856], [0.561234, 4.873305, -1.587430], [1.650753, 5.883503, 1.475716], [-1.494452, 5.781767, 0.339617], [-0.415368, 5.251857, 1.590541], [-1.044865, 4.096372, 0.466830], [1.556795, 4.922889, -2.023824], [0.409913, 3.783179, -1.588751], [-0.235748, 5.273665, -2.211524], [2.418352, 3.320013, -6.511801], [2.555013, 2.792000, -7.598425], [2.117028, 2.661793, -5.365219], [2.259734, 3.382431, -4.104841], [2.019464, 1.230919, -5.238204], [2.322028, 4.405863, -6.369395], [3.143265, 3.060845, -3.545435], [1.416178, 3.086403, -3.478513], [2.399549, 4.458088, -4.190649], [2.911999, 0.899233, -4.696112], [1.228079, 0.832927, -4.595065], [1.851411, 0.734683, -6.190111], [5.577479, 4.601088, 0.027178], [6.692175, 4.170296, 0.259873], [4.668066, 3.869977, -0.675305], [4.991227, 2.550345, -1.141096], [3.396240, 4.428155, -1.101548], [5.244355, 5.614452, 0.294270], [5.140212, 2.355320, -2.207727], [4.146909, 1.902467, -0.884843], [5.844714, 2.099647, -0.641767], [2.583470, 3.764482, -0.792627], [3.146458, 5.404939, -0.685675], [3.430740, 4.518562, -2.184698], [0.292711, -5.287705, 0.565738], [0.441225, -4.080667, 0.603990], [1.310834, -6.173961, 0.772377], [0.989016, -7.575546, 0.785779], [2.545517, -5.686583, 1.369475], [-0.638182, -5.806631, 0.301454], [1.899302, -8.130984, 0.558808], [0.183933, -7.817942, 0.094212], [0.646205, -7.919631, 1.769598], [2.703062, -4.619520, 1.238510], [2.432779, -5.765982, 2.458202], [3.397902, -6.294342, 1.075575], [-1.725614, 0.095497, -3.909358], [-1.866618, -0.990185, -4.445472], [-1.524012, 1.237858, -4.623371], [-1.386330, 2.482481, -3.910608], [-1.644949, 1.327862, -6.052117], [-1.731545, 0.311712, -2.830021], [-2.322471, 3.056913, -3.961969], [-0.621772, 3.121650, -4.357462], [-1.195963, 2.439799, -2.837739], [-2.501568, 1.950977, -6.327653], [-0.746215, 1.708965, -6.539770], [-1.875725, 0.365673, -6.505345], [0.402611, 0.750304, -1.189650], [0.678875, 1.947043, -1.302135], [-0.444795, 0.298205, -0.240547], [-0.645309, -1.124710, -0.119624], [-0.898562, 1.226471, 0.788086], [0.881076, -0.046257, -1.776202], [-0.213551, -1.820029, -0.836690], [-1.701748, -1.382282, -0.020939], [-0.141847, -1.433139, 0.801193], [-1.926161, 0.936543, 1.026181], [-0.281235, 1.055732, 1.672866], [-0.973025, 2.240440, 0.413722], [1.869896, 0.987876, 4.031090], [1.347563, 0.358818, 4.925934], [1.297063, 1.965183, 3.273799], [2.041586, 2.551891, 2.155251], [-0.008380, 2.476085, 3.562355], [2.882336, 0.795409, 3.637655], [1.503739, 2.375926, 1.222102], [3.001436, 2.040578, 2.117615], [2.154194, 3.608587, 2.399272], [-0.396290, 1.972992, 4.445942], [-0.113334, 3.556005, 3.715455], [-0.670224, 2.340788, 2.700525], [-4.511810, -2.748714, 3.852062], [-4.801343, -3.365366, 4.864472], [-3.488263, -3.134053, 3.048414], [-2.731828, -4.329804, 3.295589], [-3.309622, -2.369773, 1.811741], [-5.047400, -1.880047, 3.456666], [-2.480448, -4.861730, 2.377748], [-3.209490, -5.050579, 3.956911], [-1.810578, -4.081455, 3.831882], [-3.292486, -3.030090, 0.942245], [-3.981321, -1.532799, 1.649044], [-2.300841, -1.944864, 1.860342], [1.775127, -3.157088, -2.597832], [1.781974, -1.925161, -2.589139], [2.493176, -3.962838, -3.375931], [2.441019, -5.418535, -3.346657], [3.464549, -3.376476, -4.281276], [1.154888, -3.657619, -1.840148], [1.639584, -5.865352, -2.761460], [3.374626, -5.838255, -2.958273], [2.410930, -5.840392, -4.352646], [3.152681, -3.615404, -5.303211], [3.437963, -2.290576, -4.275279], [4.458784, -3.770484, -4.075173], [-3.351706, -0.159468, 5.861160], [-4.295840, 0.130407, 5.144642], [-2.058374, -0.056247, 5.495857], [-1.034197, -0.505524, 6.450197], [-1.591363, 0.438220, 4.209968], [-3.498653, -0.565990, 6.870170], [-0.689763, 0.360094, 7.022421], [-0.161813, -0.844704, 5.902280], [-1.428848, -1.256729, 7.129215], [-1.149119, -0.322716, 3.566318], [-2.453512, 0.854018, 3.686858], [-0.912676, 1.266657, 4.417548], [-3.443394, 3.951722, 3.465138], [-2.758766, 3.742784, 2.467228], [-4.602361, 3.310292, 3.659789], [-5.179938, 2.402746, 2.704979], [-5.553174, 3.821240, 4.662161], [-3.150674, 4.631398, 4.277193], [-5.967912, 1.786196, 3.127110], [-4.478375, 1.755919, 2.178684], [-5.578145, 3.046590, 1.912530], [-6.285147, 3.104531, 5.018951], [-4.994778, 4.297886, 5.467963], [-6.107971, 4.669440, 4.245508], [-1.778813, -6.060569, -3.398835], [-0.921086, -6.386930, -2.586873], [-2.356461, -4.840938, -3.389072], [-3.405893, -4.574014, -4.381213], [-2.079930, -3.829679, -2.411893], [-2.140263, -6.705293, -4.209530], [-4.211410, -4.087272, -3.831664], [-3.684036, -5.427030, -4.991981], [-2.958689, -3.850404, -5.070279], [-1.313240, -4.231651, -1.749636], [-1.579581, -2.957954, -2.845095], [-3.021773, -3.546211, -1.941141]],
  "atomic_forces_ev_per_a": [[-0.9, -1.1, 0.5], [0.8, 0.8, -0.1], [-0.9, 0.6, 0.1], [0.2, -1.1, -1.4], [3.8, -8.0, 1.3], [0.0, -0.2, -0.1], [0.2, 0.0, 0.8], [0.0, 0.8, -0.1], [0.3, 0.4, 0.2], [0.5, -0.7, -0.1], [0.1, -0.2, -0.3], [2.0, -3.9, 1.9], [-1.2, -1.2, 1.3], [0.5, 0.4, -0.5], [0.1, -0.2, -0.8], [-0.7, 1.4, 0.7], [0.9, -0.5, 0.8], [0.4, 0.1, -0.3], [0.3, -0.2, 0.1], [0.1, -0.4, -0.2], [0.2, -0.3, -0.3], [-0.3, 0.3, -0.6], [-0.1, 0.4, 0.1], [-0.3, 0.2, -0.3], [0.4, -1.3, -0.2], [0.1, 0.0, 0.2], [-1.2, 0.8, 0.0], [-0.2, 0.6, 0.5], [0.4, 0.4, -0.4], [-0.2, 0.3, 0.0], [-0.2, -0.2, 0.1], [0.3, -0.3, 0.0], [0.3, -0.1, -0.4], [-0.2, -0.2, 0.2], [-0.1, 0.1, 0.1], [0.2, 0.0, 0.1], [-1.9, 1.6, 1.4], [-7.5, 13.8, 9.0], [-0.8, 0.1, -0.3], [0.5, -0.5, 1.3], [0.3, -1.3, -0.4], [-0.2, -0.4, -0.1], [0.4, 0.3, -0.6], [-0.1, 0.0, 0.1], [0.2, 0.1, -0.2], [-0.6, 0.8, -0.2], [-0.2, 0.4, 0.1], [0.1, 0.7, 0.2], [-1.1, -0.9, -0.5], [0.2, 0.2, 0.1], [-0.1, 1.1, 0.6], [0.0, -1.0, 0.4], [0.4, -0.7, 0.4], [0.5, 0.2, -0.1], [0.1, -0.3, -0.2], [0.0, 0.5, 0.1], [-0.5, 0.0, -0.5], [0.2, -0.4, -0.5], [-0.4, 0.9, 0.1], [0.6, 0.2, -0.2], [0.1, -1.1, -1.1], [0.3, 0.4, 0.6], [0.0, 0.5, -0.2], [-0.3, -1.5, 0.6], [4.3, -7.9, -3.8], [-0.1, -0.1, 0.1], [0.0, 0.9, -0.2], [-0.1, 0.1, 0.0], [0.2, 0.4, 0.2], [0.1, -0.3, -0.1], [5.5, -5.9, -5.6], [-0.1, -0.2, -0.3], [1.2, -0.6, -0.3], [-0.5, 0.4, 0.2], [-0.8, 1.2, -0.4], [0.3, -0.6, 0.6], [-0.4, -0.3, 1.1], [-0.2, 0.2, -0.1], [-0.2, -0.2, -0.2], [0.2, 0.1, -0.3], [0.1, 0.1, 0.1], [-0.1, -0.1, -0.7], [0.2, -0.3, 0.1], [0.0, 0.1, -0.2], [0.3, 0.3, -1.1], [-0.2, -0.3, 0.5], [0.2, 0.0, 1.0], [-0.6, 1.3, 0.0], [-0.5, -0.3, -0.7], [0.0, -0.4, -0.1], [-0.1, 0.0, -0.2], [0.1, -0.2, -0.1], [0.2, -0.8, -0.2], [0.1, 0.3, 0.1], [0.1, 0.1, 0.2], [0.2, -0.2, 0.4], [0.0, 0.3, 0.8], [0.2, -0.6, -0.2], [0.8, 0.4, -1.8], [-0.2, -0.6, 1.7], [-0.9, -1.8, -0.4], [-0.2, 0.1, -0.2], [0.2, 0.9, -0.7], [0.0, 0.2, -0.1], [-0.4, -0.2, 0.2], [0.0, 0.0, 0.2], [0.0, 0.2, -0.3], [0.5, -0.1, 0.1], [0.4, 2.1, -2.2], [-6.3, 11.8, -1.9], [0.5, -0.7, 0.6], [-0.3, -0.4, 0.7], [0.4, 2.3, -0.6], [0.0, -0.3, 0.6], [0.1, 0.3, -0.1], [0.1, 0.2, -0.2], [0.2, 0.1, -0.5], [3.1, 4.2, -0.4], [0.9, 0.2, 0.1], [-0.1, -0.2, 0.8], [0.3, -1.5, 0.6], [-0.2, 0.6, -0.1], [-1.5, 1.1, -0.9], [0.8, -0.3, 0.5], [1.9, -0.6, 0.3], [-0.1, 0.2, 0.3], [0.0, 0.3, -0.2], [-0.6, 0.4, -0.1], [0.2, 0.0, -0.3], [-0.3, 0.0, -0.1], [-0.4, -0.2, 0.4], [-0.1, 0.1, -0.2], [-0.6, 0.5, 1.2], [0.3, -0.4, -0.4], [0.2, 0.0, -0.2], [0.7, -0.4, 0.1], [-0.4, -0.2, -0.9], [-0.1, -0.5, -0.2], [-0.3, 0.5, 0.0], [0.1, 0.3, 0.3], [-0.4, 0.3, -0.2], [0.3, -0.3, 0.0], [0.1, 0.0, 0.6], [0.1, 0.2, -0.1], [-0.1, 0.0, -0.9], [-0.2, 0.2, 0.0], [0.3, -1.2, 0.7], [-0.1, 0.9, -0.3], [-2.0, -0.7, 1.0], [0.1, 0.0, 0.1], [0.1, -0.1, 0.2], [-0.3, -0.4, 0.2], [0.0, -0.1, -0.1], [0.3, -0.2, 0.2], [-0.1, 0.0, 0.0], [-3.3, -5.0, -0.1], [-0.1, -1.0, -0.9], [0.4, 0.4, 0.2], [-0.9, -0.1, 1.8], [0.1, 0.5, -1.4], [0.5, 1.2, -0.4], [-0.1, 0.1, 0.0], [0.1, 0.2, 0.3], [0.4, 0.1, 0.5], [-0.4, -0.3, -0.1], [0.4, -0.4, 0.0], [0.0, -0.5, 0.3], [-0.2, -0.2, -0.3], [0.6, 1.0, 1.1], [0.0, -0.5, -0.3], [-0.9, -1.5, -1.4], [1.3, 1.4, 0.2], [0.9, 0.1, -0.1], [0.0, -0.1, 0.0], [-0.4, -0.2, -0.4], [-0.2, -0.3, 0.5], [-0.5, 0.2, -0.1], [-0.5, -0.1, 0.5], [-0.5, 0.1, -0.3], [0.2, 0.1, 0.4]],
  "lowdin_charge": [-0.350, -0.010, -0.124, -0.061, -0.098, 0.110, 0.087, 0.056, 0.075, 0.086, 0.098, -0.137, -0.323, 0.009, -0.164, -0.097, -0.048, 0.132, 0.080, 0.069, 0.070, 0.083, 0.093, 0.070, -0.320, -0.007, -0.171, -0.049, -0.047, 0.145, 0.063, 0.094, 0.093, 0.066, 0.103, 0.085, -0.225, 0.128, -0.112, -0.048, -0.043, 0.150, 0.094, 0.082, 0.044, 0.057, 0.051, 0.104, -0.345, 0.010, -0.178, -0.072, -0.043, 0.131, 0.073, 0.056, 0.090, 0.092, 0.078, 0.094, -0.319, -0.010, -0.144, -0.070, -0.098, 0.135, 0.085, 0.060, 0.084, 0.089, -0.283, 0.080, -0.327, -0.016, -0.183, -0.061, -0.032, 0.131, 0.090, 0.087, 0.090, 0.070, 0.092, 0.090, -0.318, -0.003, -0.172, -0.078, -0.045, 0.103, 0.089, 0.082, 0.056, 0.091, 0.086, 0.087, -0.287, -0.057, -0.136, -0.046, -0.032, 0.120, 0.075, 0.073, 0.055, 0.095, 0.067, 0.066, -0.196, 0.038, -0.120, 0.006, -0.073, 0.143, 0.078, 0.096, 0.091, 0.039, 0.113, 0.055, -0.345, 0.007, -0.171, -0.038, -0.050, 0.123, 0.085, 0.091, 0.071, 0.083, 0.087, 0.051, -0.320, -0.033, -0.162, -0.042, -0.030, 0.118, 0.069, 0.086, 0.088, 0.094, 0.080, 0.092, -0.336, -0.016, -0.142, -0.032, -0.034, 0.138, 0.096, 0.045, 0.092, 0.099, 0.094, -0.020, -0.316, -0.016, -0.173, -0.042, -0.039, 0.143, 0.095, 0.082, 0.070, 0.091, 0.084, 0.088, -0.323, -0.031, -0.189, -0.036, -0.043, 0.132, 0.086, 0.081, 0.090, 0.064, 0.078, 0.093],
  "lumo_ev": 0.0
}